1.
Formula: C34H87N3O17Sr
Source: OMol25
Level of theory: ωB97M-V with the def2-TZVPD basis set

Cartesian coordinates (Å):
Sr 2.743 -1.364 -1.811
C -0.013 -1.740 1.991
C 0.736 -1.406 0.873
C 0.267 -0.182 0.011
O 1.040 0.251 -0.883
C -1.023 0.338 0.265
C -1.801 -0.083 1.337
C -1.243 -1.128 2.277
O -1.874 -1.439 3.304
O -2.989 0.313 1.413
O 1.812 -1.967 0.487
H 0.364 -2.542 2.614
H -1.478 0.943 -0.510
C 1.517 -1.177 5.547
O 1.785 -0.273 6.616
H 1.209 -2.133 5.982
H 0.711 -0.815 4.915
H 2.423 -1.392 4.972
H 2.156 -0.776 7.342
C 3.082 -4.545 1.842
O 2.658 -3.567 2.748
H 4.033 -4.295 1.355
H 3.122 -5.521 2.325
H 2.403 -4.729 0.996
H 2.424 -2.798 2.206
C -4.115 2.964 3.351
O -4.846 1.818 2.965
H -3.273 2.687 3.996
H -3.698 3.457 2.466
H -4.725 3.660 3.926
H -4.273 1.380 2.319
C -1.087 -5.255 3.715
O -2.137 -4.325 3.826
H -0.403 -4.982 2.900
H -0.546 -5.436 4.644
H -1.521 -6.189 3.344
H -1.812 -3.423 3.699
C -3.609 3.205 -0.506
C -4.809 4.104 -0.779
O -4.350 5.402 -1.193
H -3.013 3.153 -1.424
H -3.934 2.167 -0.391
H -3.005 3.492 0.351
H -5.366 4.228 0.153
H -5.465 3.682 -1.539
H -4.395 5.975 -0.425
C -4.458 0.284 -3.469
C -3.420 -0.003 -2.416
O -4.125 -0.250 -1.210
H -5.274 -0.418 -3.275
H -4.154 0.175 -4.508
H -4.919 1.255 -3.288
H -2.744 0.847 -2.254
H -2.741 -0.835 -2.654
H -3.595 0.029 -0.445
C -2.975 1.597 7.093
C -2.963 0.670 5.896
O -1.896 1.006 5.029
H -3.199 2.626 6.794
H -2.022 1.610 7.615
H -3.829 1.329 7.718
H -3.898 0.678 5.327
H -2.848 -0.363 6.252
H -1.771 0.299 4.387
C -0.633 3.349 2.704
C 0.664 2.561 2.381
O 1.689 3.026 3.247
H -1.427 2.734 2.265
H -0.672 4.337 2.249
H -0.811 3.354 3.777
H 0.930 2.700 1.337
H 0.405 1.509 2.531
H 1.498 2.715 4.137
C -0.126 0.887 -4.315
C 0.046 -0.565 -3.911
O 1.418 -0.978 -3.982
H 0.522 1.568 -3.768
H -1.160 1.186 -4.138
H 0.085 0.951 -5.386
H -0.606 -1.202 -4.515
H -0.268 -0.730 -2.879
H 1.609 -1.230 -4.892
C -2.506 -3.977 0.308
C -2.620 -3.116 -0.944
O -1.881 -3.690 -2.034
H -3.343 -3.737 0.965
H -1.602 -3.818 0.897
H -2.552 -5.041 0.064
H -2.166 -2.144 -0.722
H -3.673 -2.966 -1.181
H -2.320 -3.410 -2.842
C 0.038 4.842 -1.028
C 1.173 4.192 -1.809
C 2.153 5.197 -2.403
O 1.473 5.958 -3.375
C 2.228 7.058 -3.805
N 1.851 3.121 -1.067
H -0.665 4.160 -0.557
H -0.537 5.428 -1.753
H 0.415 5.588 -0.323
H 0.756 3.653 -2.668
H 2.995 4.695 -2.896
H 2.554 5.809 -1.583
H 1.765 7.488 -4.693
H 3.239 6.782 -4.138
H 2.325 7.821 -3.028
H 2.365 3.448 -0.256
H 1.191 2.410 -0.770
C 0.778 -5.927 -1.400
C 1.536 -4.861 -2.177
C 1.388 -5.027 -3.690
O 2.224 -6.040 -4.178
C 2.256 -6.054 -5.588
N 1.057 -3.506 -1.805
H 1.148 -6.944 -1.532
H -0.278 -5.961 -1.686
H 0.742 -5.671 -0.338
H 2.612 -4.926 -1.977
H 1.557 -4.064 -4.195
H 0.332 -5.266 -3.895
H 1.243 -6.168 -5.992
H 2.836 -6.925 -5.883
H 2.672 -5.147 -6.038
H 0.081 -3.525 -2.119
H 0.947 -3.513 -0.792
C 5.352 2.539 -2.341
C 4.749 1.154 -2.100
C 4.828 0.876 -0.603
O 4.473 -0.469 -0.243
C 4.366 -0.640 1.180
N 3.387 1.057 -2.626
H 4.691 3.287 -1.899
H 5.459 2.726 -3.410
H 6.337 2.698 -1.897
H 5.312 0.397 -2.663
H 4.115 1.541 -0.102
H 5.823 1.095 -0.211
H 3.620 0.022 1.619
H 5.355 -0.448 1.606
H 4.129 -1.682 1.363
H 3.386 1.376 -3.594
H 2.815 1.807 -2.194

Computed properties:
Multiplicity: 1
Total energy (Ha): -2821.67064
Net charge: 0
LUMO level (Ha): -0.041
Frontier orbital gap (eV): 6.67

2.
Formula: C34H92Cl2N12O7P4
Source: OMol25
Level of theory: ωB97M-V with the def2-TZVPD basis set

Cartesian coordinates (Å):
C -0.093 -2.986 2.007
N -1.308 -3.295 2.747
C -2.539 -3.210 1.918
P -1.420 -2.864 4.385
O -1.908 -1.492 4.699
N -2.601 -3.965 4.893
C -2.831 -5.330 4.407
C -3.391 -3.666 6.102
N 0.077 -3.259 5.180
C 0.911 -2.101 5.591
C 0.699 -4.588 5.196
H -0.094 -2.020 1.523
H -0.057 -3.767 1.253
H 0.732 -3.010 2.723
H -2.694 -4.063 1.251
H -2.404 -2.337 1.274
H -3.478 -3.016 2.412
H -2.360 -6.060 5.115
H -3.891 -5.535 4.434
H -2.482 -5.491 3.384
H -3.098 -2.662 6.432
H -4.466 -3.647 5.899
H -3.225 -4.420 6.894
H 1.136 -2.279 6.650
H 1.842 -2.010 5.027
H 0.267 -1.239 5.447
H 0.073 -5.324 4.690
H 0.784 -5.027 6.205
H 1.687 -4.643 4.725
C 1.103 1.961 6.335
N 2.115 1.237 5.607
C 2.998 0.603 6.548
P 2.429 1.422 3.949
O 3.216 0.263 3.432
N 0.913 1.981 3.365
C 0.898 2.748 2.114
C -0.270 1.103 3.551
N 3.396 2.833 3.817
C 4.557 2.962 2.952
C 3.089 4.146 4.413
H 0.516 2.629 5.700
H 1.600 2.616 7.108
H 0.419 1.313 6.893
H 3.656 -0.078 5.985
H 2.371 0.096 7.261
H 3.586 1.386 7.089
H 0.025 3.436 2.072
H 1.810 3.324 1.929
H 0.691 2.073 1.292
H -0.201 0.540 4.492
H -1.169 1.684 3.711
H -0.489 0.388 2.753
H 5.437 3.121 3.586
H 4.741 2.072 2.367
H 4.450 3.837 2.286
H 2.281 4.032 5.129
H 2.922 4.915 3.650
H 3.926 4.506 5.035
C 1.219 3.922 -5.243
N 2.633 3.750 -4.871
C 3.111 2.404 -4.964
P 3.777 4.983 -4.617
O 5.118 4.447 -4.253
N 3.842 5.989 -5.992
C 4.890 5.846 -7.013
C 2.926 7.137 -6.257
N 3.139 6.081 -3.438
C 2.784 5.493 -2.144
C 3.816 7.361 -3.144
H 0.620 3.198 -4.685
H 1.052 3.667 -6.296
H 0.863 4.906 -4.979
H 4.193 2.461 -4.960
H 2.835 1.879 -5.895
H 2.826 1.736 -4.163
H 5.546 6.747 -7.074
H 5.546 4.998 -6.811
H 4.422 5.690 -7.988
H 2.125 7.185 -5.521
H 3.443 8.110 -6.260
H 2.496 6.982 -7.242
H 2.059 6.189 -1.694
H 2.338 4.481 -2.259
H 3.614 5.501 -1.418
H 3.072 8.009 -2.685
H 4.190 7.858 -4.040
H 4.652 7.263 -2.471
C -6.182 -1.557 -1.059
N -5.509 -1.477 -2.400
C -6.512 -1.200 -3.467
P -3.848 -1.765 -2.608
O -3.094 -1.548 -1.329
N -3.596 -3.369 -3.116
C -4.006 -3.909 -4.397
C -2.969 -4.376 -2.249
N -3.458 -0.886 -4.001
C -3.904 0.503 -4.173
C -2.273 -1.151 -4.837
H -7.166 -1.994 -1.107
H -6.339 -0.519 -0.694
H -5.534 -2.053 -0.343
H -6.970 -2.146 -3.710
H -5.979 -0.850 -4.365
H -7.223 -0.452 -3.128
H -3.118 -4.261 -4.939
H -4.662 -4.783 -4.277
H -4.513 -3.127 -4.950
H -3.737 -5.097 -1.906
H -2.196 -4.933 -2.809
H -2.457 -3.939 -1.388
H -4.625 0.733 -3.382
H -3.145 1.281 -4.036
H -4.431 0.675 -5.094
H -2.605 -1.025 -5.852
H -1.943 -2.192 -4.757
H -1.429 -0.487 -4.643
C 1.162 -4.858 -1.719
C 1.332 -4.384 -3.199
C 0.487 -3.169 -3.512
O 1.951 -5.054 -3.997
H 0.181 -5.262 -1.470
H 1.339 -3.963 -1.082
H 1.979 -5.558 -1.461
H -0.515 -3.178 -3.063
H 0.503 -2.968 -4.580
H 0.993 -2.341 -3.012
C 3.564 -2.162 1.110
C 4.394 -3.391 1.012
C 3.808 -4.686 1.574
O 5.480 -3.408 0.473
H 2.504 -2.361 1.192
H 3.736 -1.563 0.202
H 3.775 -1.479 1.948
H 3.701 -4.579 2.651
H 4.404 -5.535 1.260
H 2.764 -4.811 1.291
C -2.941 0.974 1.206
C -3.876 1.685 0.263
C -5.252 1.930 0.721
O -3.477 2.153 -0.761
H -1.914 1.388 1.215
H -2.939 -0.071 0.880
H -3.399 1.070 2.187
H -5.170 2.689 1.486
H -5.611 1.031 1.234
H -5.975 2.273 -0.028
Cl 0.726 -0.236 -0.277
C -0.456 0.216 -1.499
Cl 0.210 1.423 -2.624
H -0.732 -0.688 -2.060
H -1.346 0.660 -1.049

Computed properties:
Multiplicity: 1
Total energy (Ha): -4820.38095
Net charge: 0
LUMO level (Ha): 0.014
Frontier orbital gap (eV): 8.73

3.
Formula: C34H92N4O10
Source: OMol25
Level of theory: ωB97M-V with the def2-TZVPD basis set

Cartesian coordinates (Å):
C -0.904 -4.435 2.076
O -1.640 -4.610 0.857
C -0.866 -5.385 -0.017
C -1.765 -5.697 -1.217
C -1.209 -6.749 -2.159
N -2.044 -4.457 -1.965
H -0.482 -5.374 2.377
H -1.553 -4.043 2.834
H -0.035 -3.762 1.900
H 0.018 -4.802 -0.316
H -0.485 -6.280 0.490
H -2.697 -6.103 -0.781
H -1.929 -7.005 -2.930
H -0.940 -7.638 -1.594
H -0.273 -6.414 -2.654
H -1.168 -4.096 -2.338
H -2.458 -3.725 -1.392
C -0.358 -0.920 -3.312
O 0.086 -2.239 -3.286
C 1.427 -2.277 -3.650
C 1.885 -3.735 -3.672
C 3.343 -3.898 -4.072
N 1.053 -4.659 -4.558
H -0.241 -0.518 -4.335
H 0.215 -0.248 -2.666
H -1.437 -0.858 -3.074
H 1.644 -1.819 -4.653
H 2.070 -1.771 -2.879
H 1.791 -4.119 -2.652
H 4.008 -3.260 -3.465
H 3.442 -3.710 -5.162
H 3.746 -4.908 -3.902
H 0.944 -4.251 -5.520
H 0.093 -4.512 -4.253
C 0.276 3.101 -3.666
O 0.680 3.488 -2.419
C 0.699 4.928 -2.343
C 1.223 5.286 -0.943
C 1.339 6.811 -0.860
N 2.553 4.726 -0.637
H -0.741 3.453 -3.890
H 0.245 2.018 -3.672
H 1.014 3.513 -4.364
H 1.345 5.353 -3.129
H -0.322 5.331 -2.510
H 0.517 4.799 -0.298
H 0.434 7.330 -1.195
H 2.138 7.149 -1.536
H 1.526 7.178 0.138
H 3.350 5.071 -1.168
H 2.552 3.699 -0.799
C 1.500 2.302 1.412
O 1.467 0.919 1.194
C 0.155 0.544 0.840
C 0.000 -0.914 0.863
C 1.071 -1.553 0.016
N -1.309 -1.202 0.290
H 0.917 2.494 2.324
H 0.998 2.854 0.627
H 2.525 2.613 1.658
H -0.532 1.126 1.451
H 0.019 0.833 -0.200
H 0.152 -1.288 1.901
H 0.864 -2.581 -0.179
H 2.108 -1.386 0.358
H 1.033 -1.029 -0.944
H -2.065 -1.071 1.000
H -1.393 -2.164 -0.048
C 3.515 -5.284 -0.307
C 4.084 -5.932 0.968
C 3.183 -5.636 2.199
O 4.295 -7.326 0.737
H 4.052 -5.572 -1.199
H 3.382 -4.201 -0.148
H 2.500 -5.655 -0.538
H 5.067 -5.509 1.166
H 2.166 -5.932 1.969
H 3.207 -4.533 2.219
H 3.458 -5.986 3.183
H 3.457 -7.722 0.514
C -1.503 7.423 1.847
C -2.203 6.085 1.899
C -1.372 4.939 2.477
O -3.503 6.133 2.527
H -1.856 8.159 1.149
H -0.440 7.273 1.705
H -1.458 7.925 2.825
H -2.316 5.729 0.852
H -0.395 4.997 1.971
H -1.777 3.959 2.222
H -1.158 4.982 3.544
H -3.993 5.342 2.279
C -4.931 0.655 1.611
C -4.593 -0.756 2.053
C -4.664 -1.739 0.903
O -3.311 -0.896 2.670
H -5.986 0.692 1.442
H -4.530 0.827 0.628
H -4.609 1.480 2.228
H -5.342 -1.059 2.772
H -5.694 -1.732 0.516
H -4.461 -2.806 1.139
H -3.997 -1.397 0.092
H -3.197 -0.180 3.305
C -4.389 2.881 -2.405
C -3.135 2.222 -1.841
C -2.541 3.111 -0.752
O -3.478 0.949 -1.321
H -4.878 2.261 -3.139
H -4.039 3.743 -2.949
H -5.159 3.176 -1.651
H -2.413 2.075 -2.687
H -2.273 4.096 -1.170
H -1.631 2.680 -0.344
H -3.279 3.205 0.028
H -2.663 0.659 -0.873
C 3.378 0.728 -1.827
C 4.374 1.181 -0.729
C 4.897 -0.123 -0.056
O 5.397 1.899 -1.341
H 3.663 -0.256 -2.280
H 3.099 1.493 -2.571
H 2.478 0.544 -1.258
H 3.923 1.755 0.058
H 5.510 -0.659 -0.772
H 4.005 -0.648 0.268
H 5.527 0.033 0.835
H 6.159 1.961 -0.794
C -0.407 0.696 4.522
C -0.600 1.222 5.965
C -0.319 2.733 6.004
O -1.967 1.004 6.263
H -1.178 1.156 3.886
H -0.465 -0.387 4.371
H 0.540 1.046 4.100
H 0.091 0.668 6.610
H 0.677 3.003 5.590
H -0.414 3.185 6.996
H -1.068 3.160 5.355
H -2.119 1.343 7.159

Computed properties:
Multiplicity: 1
Total energy (Ha): -2321.91502
Net charge: 0
ΔE to the lowest compared entry with this formula, charge and spin (kcal per mole): 13.7
LUMO level (Ha): 0.019
Frontier orbital gap (eV): 9.53